(1)
DFT (ωB97M-V/def2-TZVPD) results for a structure of composition C3H6O4Sm at a distorted geometry.

The geometry in XYZ format:
```
14
Properties=species:S:1:pos:R:3:forces:R:3
O -2.2540 0.3054 -0.0886 0.7 0.2 0.3
C -2.3006 0.1624 -1.3912 -1.8 -2.3 -0.3
C -2.8487 1.5635 0.2880 0.1 0.3 0.3
O -2.0290 -0.9133 -1.9378 0.6 0.4 0.3
O -2.9882 1.0988 -1.9919 0.5 0.4 -0.4
C -3.2964 2.1510 -1.0572 -0.1 0.4 0.1
Sm -1.7489 -3.4845 -1.3937 0.0 0.8 -0.2
H -2.0762 2.1594 0.7816 -0.3 -0.1 0.0
H -3.6761 1.3549 0.9723 0.2 0.0 -0.1
H -2.7340 3.0430 -1.3463 -0.1 -0.2 0.1
H -4.3717 2.3442 -1.1123 0.3 0.0 0.0
O 0.1763 0.9199 -3.3483 -1.0 -1.3 -0.1
H -0.3797 0.1292 -3.5983 0.9 1.4 0.3
H -0.1334 1.6392 -3.9069 0.0 0.0 -0.1
```
Positions in Å, forces in eV/Å.

- electronic energy (Eh) = -1076.5491
- Kohn-Sham gap (alpha / beta) (eV) = 6.287 / 10.641
- E_HOMO (alpha / beta) (eV) = -9.3 / -14.3
- <S²> = 15.76
- 2S+1 = 8
- LUMO (alpha / beta) (eV) = -3.056 / -3.632
- energy relative to the best compared isomer or geometry (same formula, charge and spin) (kcal/mol) = 0.0
- total charge = +1

=====

(2)
DFT (ωB97M-V/def2-TZVPD) results for the molecule C5H6 at a distorted geometry.

The geometry in XYZ format:
```
11
Properties=species:S:1:pos:R:3:forces:R:3
C -0.7028 2.3001 0.7420 0.0 -0.4 -0.1
C -0.7227 1.1540 0.3650 0.2 0.2 0.5
C -0.7165 -0.2228 -0.0493 1.1 -0.4 1.2
C 0.2634 -0.6293 -1.1018 0.3 -0.3 -0.3
C 0.6656 -1.0664 0.2411 1.0 0.1 -0.3
H -0.6637 3.3018 1.1098 -0.1 -0.2 -0.2
H -0.9405 -0.9666 0.7243 -2.3 0.1 -0.7
H -0.0002 -1.3700 -1.8445 0.0 0.0 0.0
H 0.8756 0.1902 -1.4675 -0.4 0.0 -0.1
H 0.5506 -2.1400 0.4369 -0.2 0.6 0.3
H 1.3913 -0.5510 0.8438 0.4 0.1 -0.3
```
Positions in Å, forces in eV/Å.

- electronic energy (Eh) = -193.9564
- Kohn-Sham gap (eV) = 9.743
- E_HOMO (eV) = -8.6
- structure (SMILES) = C#CC1CC1
- LUMO (eV) = 1.180
- energy relative to the best compared isomer or geometry (same formula, charge and spin) (kcal/mol) = 77.9

=====

(3)
DFT (ωB97M-V/def2-TZVPD) results for the molecule C3H8N2O at a distorted geometry.

The geometry in XYZ format:
```
14
Properties=species:S:1:pos:R:3:forces:R:3
H 1.5685 -2.6694 -1.3030 0.0 0.8 0.2
N 1.7122 -1.6576 -1.1398 -0.3 -0.6 0.2
C 1.0151 -1.2364 -0.1580 0.1 0.6 -0.1
N 1.1100 0.0721 0.2903 0.2 -0.4 -0.2
C 0.0105 0.6989 1.0067 0.0 0.3 -0.4
C -1.1050 1.0931 0.0322 0.4 -0.6 0.1
O -1.6402 -0.1481 -0.4349 -0.9 0.7 -1.5
H 0.2885 -1.7933 0.4273 0.0 -0.4 0.0
H 1.5979 0.6643 -0.3790 -0.1 -0.1 0.3
H -0.3817 0.0058 1.7779 0.2 0.4 -0.5
H 0.3876 1.6006 1.5072 -0.1 -0.2 0.0
H -0.6975 1.6539 -0.8263 0.0 0.0 0.4
H -1.8505 1.7016 0.5411 -0.3 0.0 0.0
H -2.0154 0.0145 -1.3415 0.5 -0.4 1.4
```
Positions in Å, forces in eV/Å.

- electronic energy (Eh) = -303.8383
- Kohn-Sham gap (eV) = 9.603
- E_HOMO (eV) = -8.8
- structure (SMILES) = [H]/N=C/NCCO
- LUMO (eV) = 0.838
- energy relative to the best compared isomer or geometry (same formula, charge and spin) (kcal/mol) = 33.8

=====

(4)
DFT (ωB97M-V/def2-TZVPD) results for a structure of composition C2H4INO4STl at a distorted geometry.

The geometry in XYZ format:
```
14
Properties=species:S:1:pos:R:3:forces:R:3
N 1.9984 -1.0718 -0.2374 -3.9 2.0 0.7
C 0.7590 -0.4311 -0.8243 1.0 -3.6 -3.2
O -0.5129 -1.2250 -0.7883 1.5 2.7 1.1
S -1.8286 -0.4863 0.0166 -6.9 -3.9 0.2
O -2.1677 -1.5038 1.1626 2.2 5.1 -4.5
O -3.0243 0.0677 -0.8034 5.9 -2.3 3.1
O -1.0362 0.9807 0.4801 3.9 -1.5 -3.0
C 0.3603 0.9354 0.0217 0.5 2.5 3.8
I 1.1951 2.7119 -1.0203 -1.0 -1.3 0.7
H 1.7893 -1.7153 0.5573 0.5 -0.1 -0.6
H 2.7475 -0.3791 -0.0127 0.1 -0.9 -0.7
H 1.0411 -0.2946 -1.9756 -0.9 0.2 2.4
H 1.0032 0.8356 1.0124 -1.2 0.5 -2.1
Tl -2.3243 1.5757 2.4114 -1.6 0.7 2.1
```
Positions in Å, forces in eV/Å.

- electronic energy (Eh) = -1301.0876
- Kohn-Sham gap (eV) = 3.746
- E_HOMO (eV) = -23.1
- LUMO (eV) = -19.394
- total charge = +3

=====

(5)
DFT (ωB97M-V/def2-TZVPD) results for a cluster of 3 separate species, C3H9O4S in total at a distorted geometry.

The geometry in XYZ format:
```
17
Properties=species:S:1:pos:R:3:forces:R:3
O -0.1413 1.1592 0.8344 0.0 -0.4 0.0
C -0.0499 0.8667 -0.3801 -0.5 1.0 -0.1
O 0.0221 1.6785 -1.3405 0.2 -0.3 0.1
C -0.0320 -0.6252 -0.7775 1.8 0.9 0.7
C -0.0541 -1.4955 0.4625 -1.6 -1.5 -1.4
S -0.0307 -3.2994 -0.0638 0.2 0.1 0.1
H 0.9276 -0.7131 -1.3115 -0.2 -0.3 0.1
H -0.7844 -0.8247 -1.5241 -0.5 -0.2 0.1
H -1.0296 -1.3797 0.9293 0.3 0.2 0.4
H 0.7520 -1.4058 1.1706 0.2 0.4 0.0
H -0.6592 -3.1792 -1.2526 0.1 0.1 0.3
H -1.4465 0.5754 4.0961 -0.9 0.2 -0.3
H -1.8341 1.0771 2.7629 0.1 0.2 -0.9
O -2.2435 0.8724 3.6037 1.0 -0.4 0.9
H 1.5673 2.4254 -1.9993 -0.3 0.2 -0.4
H 2.7390 1.7073 -2.5598 0.1 0.2 -0.2
O 2.2973 2.5606 -2.6503 0.1 -0.3 0.5
```
Positions in Å, forces in eV/Å.

- electronic energy (Eh) = -818.9395
- Kohn-Sham gap (eV) = 8.025
- E_HOMO (eV) = -5.0
- LUMO (eV) = 3.008
- energy relative to the best compared isomer or geometry (same formula, charge and spin) (kcal/mol) = 5.3
- total charge = -1

=====

(6)
DFT (ωB97M-V/def2-TZVPD) results for a cluster of 6 separate species, C40H68O9 in total at a distorted geometry.

The geometry in XYZ format:
```
117
Properties=species:S:1:pos:R:3:forces:R:3
C 1.4393 -4.2556 3.3984 -0.4 -0.1 -0.4
C 0.9962 -2.8716 2.9313 0.3 0.8 1.0
O 1.0180 -1.9424 3.7044 0.0 -0.6 -0.9
O 0.5767 -2.6905 1.6251 -0.1 -0.4 0.6
C -0.7968 -3.1043 1.5256 -0.7 -0.3 -1.0
C -1.1904 -3.3482 0.0405 1.0 -0.1 0.3
C -1.6932 -4.7838 -0.2512 -0.4 -0.2 -0.4
C -3.1027 -4.8448 -0.8735 -0.5 0.8 0.1
C -4.2557 -4.4557 0.0916 0.4 -0.4 -0.7
C -5.5852 -4.1777 -0.3415 0.6 -0.1 -0.3
C -6.5704 -3.8029 0.5480 0.1 -0.1 0.2
C -6.2326 -3.7065 1.8887 -0.9 0.5 1.0
C -4.9606 -3.9904 2.3285 0.6 0.0 0.7
C -3.9636 -4.3717 1.4408 -0.5 0.0 0.4
C -4.6508 -3.8460 3.8083 -0.1 0.1 0.2
O -3.9893 -4.6503 4.4298 0.0 0.5 -0.4
C -5.2879 -2.6227 4.4401 0.1 -1.1 -0.9
C -4.6509 -1.8135 5.3475 0.5 0.3 0.5
C -5.3052 -0.6908 5.8368 0.0 0.5 0.4
C -6.5959 -0.3945 5.4332 0.0 -0.3 -0.2
C -7.2103 -1.2341 4.5150 -1.3 0.3 -0.3
C -6.5841 -2.3455 4.0020 0.3 -0.2 -0.1
C -7.2073 -3.2605 2.9649 -0.2 -0.1 -0.1
O -8.3634 -3.6265 3.0145 0.5 0.5 -0.2
H 1.0682 -4.3913 4.4194 0.1 0.1 -0.2
H 2.5325 -4.3295 3.4284 -0.2 0.2 -0.1
H 1.0607 -5.0686 2.7683 0.1 0.2 0.0
H -1.4686 -2.3373 1.9382 0.4 -0.2 0.3
H -0.9039 -4.0649 2.0510 -0.1 0.4 0.2
H -1.8778 -2.5748 -0.3234 -0.1 -0.3 0.2
H -0.2526 -3.1978 -0.5161 -0.3 0.0 0.1
H -1.6695 -5.4336 0.6367 0.1 0.3 -0.1
H -1.0170 -5.2717 -0.9677 -0.1 0.2 0.1
H -3.1310 -4.0962 -1.6839 0.0 -0.4 0.0
H -3.2505 -5.8386 -1.3148 -0.2 0.2 0.1
H -5.8901 -4.2252 -1.3868 0.5 -0.1 0.1
H -7.5809 -3.5638 0.2246 0.2 -0.1 0.0
H -2.9941 -4.5829 1.8778 -0.1 -0.1 -0.3
H -3.6294 -2.0179 5.6638 -0.2 -0.1 -0.1
H -4.8164 -0.0136 6.5356 0.1 -0.3 -0.1
H -7.1386 0.4676 5.8104 0.2 -0.1 0.0
H -8.2165 -1.0053 4.1582 0.2 -0.1 0.2
C 3.7157 -0.2486 2.4389 0.1 0.2 0.0
C 4.2946 -1.0921 3.5622 -0.1 0.1 -0.1
O 5.5839 -1.6100 3.2759 0.1 -0.2 0.0
C 6.5943 -0.6463 3.0432 0.1 0.2 0.0
C 6.8448 0.2697 4.2302 -0.2 0.1 0.1
H 3.7213 -0.8042 1.4991 0.0 0.0 0.0
H 2.6896 0.0387 2.6716 0.0 -0.1 0.0
H 4.2925 0.6661 2.2827 0.0 0.0 0.0
H 3.6507 -1.9562 3.7233 0.1 -0.1 0.0
H 4.3082 -0.5360 4.5061 0.0 0.1 0.0
H 6.3659 -0.0651 2.1427 0.0 0.1 0.1
H 7.5074 -1.2049 2.8312 -0.1 -0.2 0.0
H 5.9806 0.9020 4.4416 0.0 0.1 0.0
H 7.6953 0.9245 4.0327 0.0 0.0 0.0
H 7.0518 -0.3146 5.1287 0.1 0.0 0.0
C -2.4399 -0.9433 -4.7530 0.0 0.1 0.1
C -3.6955 -1.7822 -4.5930 0.1 -0.1 -0.1
O -4.1755 -1.8462 -3.2589 0.0 -0.1 0.1
C -4.5370 -0.5978 -2.6912 -0.1 0.1 0.1
C -5.6475 0.1176 -3.4414 0.0 0.0 -0.2
H -1.6606 -1.2833 -4.0677 0.0 -0.1 0.0
H -2.0646 -1.0115 -5.7752 0.0 0.0 0.0
H -2.6281 0.1103 -4.5391 0.0 0.0 -0.1
H -3.4731 -2.8109 -4.8812 -0.1 0.0 0.1
H -4.4867 -1.4352 -5.2660 0.0 0.1 0.0
H -3.6557 0.0455 -2.5941 0.0 0.0 0.0
H -4.8779 -0.8164 -1.6778 0.1 -0.1 0.0
H -5.3318 0.4192 -4.4415 0.0 0.1 0.0
H -5.9491 1.0169 -2.9029 0.0 0.0 0.0
H -6.5160 -0.5337 -3.5535 0.0 0.0 0.1
C 5.3969 4.4069 -0.7295 0.2 0.0 0.0
C 5.1846 3.5565 0.5104 -0.1 0.1 0.0
O 6.1495 2.5314 0.6712 0.0 -0.3 0.0
C 7.4956 2.9511 0.8099 0.1 0.1 0.1
C 7.7345 3.8331 2.0234 -0.1 0.1 0.0
H 5.4584 3.7785 -1.6198 -0.1 0.0 0.0
H 4.5722 5.1107 -0.8502 0.0 0.0 0.0
H 6.3213 4.9844 -0.6708 0.0 0.1 0.0
H 4.2196 3.0531 0.4319 0.1 -0.1 0.1
H 5.1375 4.1792 1.4102 0.0 0.1 0.0
H 7.8373 3.4458 -0.1060 0.0 0.1 0.0
H 8.0891 2.0414 0.9137 -0.2 -0.1 -0.1
H 7.2145 4.7887 1.9369 0.1 0.0 0.0
H 8.7989 4.0431 2.1375 0.0 0.0 0.0
H 7.3727 3.3435 2.9294 0.0 0.0 0.0
C 0.4705 7.2977 0.5600 -0.1 -0.1 0.1
C 1.6982 6.4118 0.4367 -0.1 0.0 -0.1
O 2.2751 6.0596 1.6804 0.3 0.1 0.0
C 1.4530 5.3254 2.5707 -0.1 -0.1 0.0
C 1.0020 3.9829 2.0200 0.0 0.1 -0.2
H 0.6952 8.1829 1.1570 0.0 0.0 0.0
H 0.1320 7.6152 -0.4271 0.0 0.0 0.0
H -0.3574 6.7764 1.0436 0.0 0.0 -0.1
H 2.4724 6.9526 -0.1099 0.1 0.0 0.1
H 1.4747 5.5122 -0.1486 -0.1 0.0 0.0
H 0.5923 5.9289 2.8796 0.0 0.0 0.0
H 2.0539 5.1579 3.4651 0.1 0.1 -0.1
H 0.3395 4.0999 1.1603 0.0 0.0 0.0
H 0.4602 3.4231 2.7832 0.0 0.0 0.0
H 1.8611 3.3932 1.6951 0.0 0.0 0.1
C 0.7707 -0.2480 -9.2960 0.1 0.0 0.1
C -0.0999 0.9062 -8.8297 0.0 0.0 -0.1
O -0.4955 0.8109 -7.4728 -0.2 0.0 0.1
C 0.5498 0.8013 -6.5166 0.1 0.0 0.1
C 1.4035 2.0579 -6.5310 0.0 0.0 -0.2
H 0.2832 -1.2027 -9.0922 0.0 0.0 0.0
H 0.9595 -0.1707 -10.3675 0.0 0.0 0.0
H 1.7367 -0.2572 -8.7882 0.0 0.0 -0.1
H -1.0231 0.9126 -9.4105 -0.1 0.0 0.1
H 0.3914 1.8675 -9.0167 0.1 0.0 0.0
H 1.1703 -0.0932 -6.6405 0.1 0.0 0.0
H 0.0663 0.7127 -5.5428 -0.1 0.0 -0.1
H 1.9632 2.1563 -7.4628 0.1 0.0 0.0
H 2.1231 2.0361 -5.7117 0.0 0.0 0.0
H 0.7790 2.9468 -6.4279 0.0 0.0 0.1
```
Positions in Å, forces in eV/Å.

- electronic energy (Eh) = -2242.0014
- Kohn-Sham gap (eV) = 8.931
- E_HOMO (eV) = -9.3
- structure (SMILES) = CC(=O)OCCCCc1ccc2c(c1)C(=O)c1ccccc1C2=O.CCOCC.CCOCC.CCOCC.CCOCC.CCOCC
- LUMO (eV) = -0.380
- energy relative to the best compared isomer or geometry (same formula, charge and spin) (kcal/mol) = 11.0

=====

Copy entry 4 word for word.
DFT (ωB97M-V/def2-TZVPD) results for a structure of composition C2H4INO4STl at a distorted geometry.

The geometry in XYZ format:
```
14
Properties=species:S:1:pos:R:3:forces:R:3
N 1.9984 -1.0718 -0.2374 -3.9 2.0 0.7
C 0.7590 -0.4311 -0.8243 1.0 -3.6 -3.2
O -0.5129 -1.2250 -0.7883 1.5 2.7 1.1
S -1.8286 -0.4863 0.0166 -6.9 -3.9 0.2
O -2.1677 -1.5038 1.1626 2.2 5.1 -4.5
O -3.0243 0.0677 -0.8034 5.9 -2.3 3.1
O -1.0362 0.9807 0.4801 3.9 -1.5 -3.0
C 0.3603 0.9354 0.0217 0.5 2.5 3.8
I 1.1951 2.7119 -1.0203 -1.0 -1.3 0.7
H 1.7893 -1.7153 0.5573 0.5 -0.1 -0.6
H 2.7475 -0.3791 -0.0127 0.1 -0.9 -0.7
H 1.0411 -0.2946 -1.9756 -0.9 0.2 2.4
H 1.0032 0.8356 1.0124 -1.2 0.5 -2.1
Tl -2.3243 1.5757 2.4114 -1.6 0.7 2.1
```
Positions in Å, forces in eV/Å.

- electronic energy (Eh) = -1301.0876
- Kohn-Sham gap (eV) = 3.746
- E_HOMO (eV) = -23.1
- LUMO (eV) = -19.394
- total charge = +3